Record 1
An isolated molecule of C8H10N2 at a distorted geometry, computed with the ωB97M-V functional and the def2-TZVPD basis.

```
20
Properties=species:S:1:pos:R:3
C -1.228 1.723 -0.402
C 0.227 1.108 -0.594
C 0.080 0.260 -1.777
C -0.532 -1.174 -1.200
C 0.169 -1.045 0.074
C 0.989 -1.557 2.213
C 1.202 -0.405 2.329
C 0.730 0.234 0.419
H -2.133 0.768 -0.543
H -1.612 2.628 -0.996
H -1.280 2.224 0.601
H 0.755 2.110 -0.767
H 0.868 -0.201 -2.306
H -0.666 0.616 -2.520
H -1.706 -1.331 -1.198
H -0.208 -1.973 -1.950
H 1.165 -2.601 2.880
H 1.301 -0.120 3.400
N 0.538 -1.945 0.942
N 1.340 0.679 1.395
```

Results
ΔE to the lowest compared entry with this formula, charge and spin = 114.2 kcal per mole
total energy = -11432.8017 eV
structure (SMILES) = C[C@@H]1CCc2nccnc21
highest occupied orbital energy = -9.18 eV
gap between HOMO and LUMO = 9.48 eV



Record 2
An isolated ion of composition C5H8NO2 and charge +1 at a distorted geometry, computed with the ωB97M-V functional and the def2-TZVPD basis.

```
16
Properties=species:S:1:pos:R:3
C -0.136 0.921 0.843
C -1.467 0.747 1.143
C 0.764 -0.045 0.199
C -1.041 -0.821 -1.433
C 0.183 -1.206 -0.517
N 2.001 0.356 0.177
O 0.490 2.116 1.372
O -2.566 0.579 1.464
H -1.851 -0.231 -0.961
H -1.450 -1.849 -1.708
H -0.703 -0.425 -2.342
H 1.047 -1.486 -1.117
H -0.199 -2.030 0.216
H 2.718 -0.410 -0.169
H 2.189 1.194 0.738
H 0.022 2.590 2.097
```

Results
ΔE to the lowest compared entry with this formula, charge and spin = 33.2 kcal per mole
total energy = -10891.0700 eV
structure (SMILES) = CCC(=[NH2+])C(O)=C=O
highest occupied orbital energy = -13.80 eV
total charge = +1
gap between HOMO and LUMO = 9.07 eV



Record 3
C30H45IrNOP as an isolated structure at a distorted geometry, computed with the ωB97M-V functional and the def2-TZVPD basis.

```
79
Properties=species:S:1:pos:R:3
C 0.374 -1.853 -0.174
C -0.919 -1.981 -0.784
C -0.740 -2.034 -2.200
H -1.867 -2.019 -0.250
C 0.671 -1.927 -2.475
C 1.361 -1.826 -1.219
H 2.437 -1.751 -1.070
H 0.549 -1.789 0.899
H -1.548 -2.177 -2.912
H 1.163 -1.929 -3.443
C -1.182 1.674 -1.858
C -0.849 1.659 -0.460
C 0.578 1.752 -0.342
H -1.540 1.599 0.378
C 1.131 1.833 -1.661
C 0.046 1.815 -2.600
H 0.143 1.951 -3.665
H -2.180 1.604 -2.279
H 1.125 1.771 0.599
H 2.189 1.911 -1.897
Ir 0.025 -0.087 -1.494
O -0.306 -0.171 -4.468
C -1.479 -0.650 -5.120
C -0.200 -0.922 -5.848
H -1.981 -1.523 -4.681
H -2.095 0.174 -5.483
H 0.254 -1.904 -5.685
H 1.045 -1.867 -8.071
C 0.709 -0.832 -8.177
C 0.119 -0.173 -7.063
C -0.315 1.163 -7.250
H -0.777 1.691 -6.414
C -0.171 1.788 -8.496
H -0.515 2.812 -8.620
C 0.394 1.115 -9.583
H 0.486 1.610 -10.552
C 0.837 -0.200 -9.413
H 1.273 -0.732 -10.258
C -1.776 -2.033 4.958
C -1.483 -1.844 3.471
C -1.120 -3.218 2.906
C -2.728 -1.316 2.758
P 0.254 0.435 2.978
N -0.330 -0.956 3.338
C -0.478 1.799 4.161
C 0.026 1.519 5.576
C -0.025 3.181 3.654
C -2.012 1.771 4.139
C 2.189 0.192 3.253
C 2.907 1.521 3.535
C 2.376 -0.766 4.428
C 2.771 -0.427 1.983
H -2.593 -2.759 5.093
H -2.065 -1.090 5.445
H -0.882 -2.420 5.471
H -1.915 -3.937 3.136
H -0.983 -3.181 1.822
H -0.187 -3.568 3.362
H -3.134 -0.443 3.275
H -2.501 -1.037 1.724
H -3.503 -2.093 2.765
H 1.104 1.690 5.686
H -0.483 2.202 6.275
H -0.198 0.488 5.888
H -0.364 3.351 2.623
H -0.471 3.958 4.295
H 1.065 3.311 3.682
H -2.407 1.779 3.115
H -2.425 0.911 4.678
H -2.390 2.677 4.644
H 2.608 1.988 4.485
H 3.987 1.304 3.619
H 2.783 2.248 2.718
H 1.840 -1.706 4.244
H 3.449 -0.989 4.522
H 2.029 -0.350 5.379
H 2.398 -1.443 1.827
H 2.560 0.171 1.085
H 3.862 -0.494 2.094
```

Results
total energy = -47497.1233 eV
expectation value of S² = 6.017
highest occupied orbital energy (spin up / spin down) = -4.13 / -8.08 eV
multiplicity = 5
gap between HOMO and LUMO (spin up / spin down) = 4.78 / 6.96 eV



Record 4
A 2-piece molecular cluster, C4H8O4 overall at a distorted geometry, computed with the ωB97M-V functional and the def2-TZVPD basis.

```
16
Properties=species:S:1:pos:R:3
O -0.971 1.152 -0.948
C 0.050 0.653 -1.364
O 0.423 0.765 -2.635
C 0.974 -0.227 -0.583
C 0.290 -1.535 -0.104
C -0.527 -1.317 1.179
O -1.056 -2.250 1.721
H -0.017 1.463 -3.121
H 1.816 -0.563 -1.184
H 1.399 0.337 0.251
H 0.995 -2.344 0.065
H -0.361 -1.871 -0.915
H -0.468 -0.345 1.698
H -0.803 1.770 1.241
H -1.125 2.504 2.542
O -0.617 1.809 2.156
```

Results
ΔE to the lowest compared entry with this formula, charge and spin = 35.3 kcal per mole
total energy = -12467.6287 eV
structure (SMILES) = O=CCCC(=O)O.O
highest occupied orbital energy = -9.63 eV
gap between HOMO and LUMO = 10.12 eV



Record 5
C3H6N2O2S as an isolated structure at a distorted geometry, computed with the ωB97M-V functional and the def2-TZVPD basis.

```
14
Properties=species:S:1:pos:R:3
C 0.245 0.586 0.030
C -0.287 -0.458 1.043
C 1.486 -0.108 -0.507
N -0.299 -1.674 0.281
N 2.752 0.376 0.074
O 3.656 -0.381 0.447
O 2.751 1.615 0.146
S 1.273 -1.859 -0.179
H -0.554 0.610 -0.799
H 0.543 1.610 0.408
H 0.199 -0.562 1.945
H -1.272 -0.069 1.190
H 1.721 0.076 -2.093
H -1.024 -1.557 -0.386
```

Results
ΔE to the lowest compared entry with this formula, charge and spin = 161.3 kcal per mole
total energy = -21112.8554 eV
highest occupied orbital energy = -9.13 eV
gap between HOMO and LUMO = 8.39 eV